Entry 1:
The molecule C22H16Cl4O2S in a non-equilibrium geometry. Source: the OMol25 dataset; level of theory: the ωB97M-V functional and the def2-TZVPD basis.

Positions of all 45 atoms, in Å:
1 Cl -1.534 -0.363 5.932
2 Cl -2.474 -4.569 11.816
3 Cl -6.400 0.815 1.003
4 Cl 6.471 0.967 0.964
5 S -0.348 -3.004 6.057
6 O -0.557 -4.279 5.314
7 O 0.981 -2.479 6.174
8 C 3.597 -1.533 2.021
9 C -2.233 -4.995 9.164
10 C -1.413 -1.765 4.865
11 C -2.474 -0.759 2.574
12 C -2.645 0.623 2.346
13 C 0.023 -0.663 2.765
14 C -1.238 -2.946 10.063
15 C 2.498 -0.673 2.236
16 C -4.797 -1.098 1.985
17 C 1.230 -1.255 2.658
18 C -4.931 0.245 1.616
19 C 4.820 -1.045 1.555
20 C -1.046 -3.456 7.722
21 C -0.788 -2.600 8.788
22 C -1.223 -1.345 3.295
23 C 2.663 0.715 2.007
24 C 3.872 1.225 1.570
25 C -1.935 -4.149 10.245
26 C -3.866 1.136 1.869
27 C -3.566 -1.579 2.455
28 C 4.955 0.344 1.422
29 C -1.762 -4.648 7.894
30 H -1.796 1.297 2.510
31 H -1.005 -2.458 3.059
32 H 4.023 2.293 1.466
33 H -3.402 -2.620 2.705
34 H 1.809 1.361 2.141
35 H -1.030 -2.292 10.906
36 H -1.941 -5.348 7.083
37 H -0.204 -1.696 8.657
38 H -5.633 -1.777 1.848
39 H -2.791 -5.921 9.334
40 H 5.669 -1.722 1.400
41 H -0.053 0.298 2.274
42 H -3.998 2.198 1.634
43 H 3.476 -2.616 2.139
44 H -2.427 -2.284 5.095
45 H 1.259 -2.251 3.082

## Properties
LUMO level	-0.656	eV
SMILES	O=S(=O)(c1ccc(Cl)cc1)[C@@H](Cl)[C@H](/C=C/c1ccc(Cl)cc1)c1ccc(Cl)cc1

Entry 2:
A structure of composition C22H16CoF5N5O13PS in a non-equilibrium geometry. Source: the OMol25 dataset; level of theory: the ωB97M-V functional and the def2-TZVPD basis.

Positions of all 64 atoms, in Å:
1 Co 0.123 0.021 -0.369
2 S 0.079 0.719 -2.453
3 P 1.596 -0.304 2.938
4 F -0.231 -1.941 -3.793
5 F -2.715 1.847 -2.447
6 F -4.814 -1.685 -4.673
7 F -2.452 -3.011 -4.844
8 F -4.930 0.739 -3.461
9 O -3.988 -3.742 -1.773
10 O -1.317 7.176 -0.150
11 O 1.241 1.498 -0.009
12 O -1.178 -7.563 -0.995
13 O -1.432 0.985 0.124
14 O 0.383 -0.372 1.870
15 O 0.780 7.669 -0.140
16 O 1.656 -1.103 -0.457
17 O -1.028 -1.376 -0.755
18 O 2.710 -2.948 0.104
19 O 1.890 -1.550 3.662
20 O -3.599 -2.087 -0.451
21 O 0.918 -7.278 -0.589
22 N -0.524 1.183 3.727
23 N 4.090 -0.714 1.935
24 N -3.253 -3.068 -1.073
25 N -0.208 -6.864 -0.781
26 N -0.140 6.874 -0.137
27 C -1.542 2.221 0.075
28 C -1.368 -1.246 -3.722
29 C 1.549 5.064 -0.122
30 C 0.881 2.733 -0.056
31 C -1.878 -3.553 -0.899
32 C -0.803 4.524 -0.077
33 C -0.412 -5.417 -0.752
34 C -3.714 -1.147 -4.163
35 C -0.809 -2.631 -0.697
36 C -0.480 3.159 -0.046
37 C -1.385 0.001 -3.101
38 C 3.107 0.354 2.154
39 C 1.882 3.741 -0.088
40 C 0.923 1.072 3.955
41 C -3.769 0.091 -3.549
42 C -1.688 -4.908 -0.956
43 C 0.198 5.451 -0.115
44 C 1.634 -2.347 -0.296
45 C -2.612 0.647 -3.033
46 C 0.477 -3.208 -0.513
47 C 0.659 -4.585 -0.518
48 C -2.506 -1.819 -4.254
49 H -2.522 -5.567 -1.146
50 H 3.326 -2.251 0.555
51 H -0.307 0.253 2.231
52 H 1.406 1.997 3.637
53 H -2.556 2.621 0.182
54 H 2.916 3.423 -0.111
55 H -1.836 4.846 -0.069
56 H 2.308 5.832 -0.160
57 H -0.850 2.129 3.867
58 H 1.639 -5.008 -0.352
59 H 4.985 -0.312 1.678
60 H -1.042 0.583 4.357
61 H 2.852 0.842 1.216
62 H 1.199 0.885 4.995
63 H 4.214 -1.248 2.792
64 H 3.482 1.118 2.846

## Properties
LUMO level (spin up / spin down)	-1.357 / -1.353	eV
energy relative to the best compared isomer or geometry (same formula, charge and spin)	0.395	eV

Entry 3:
A structure of composition C22H16FN6PdSe. Source: the OMol25 dataset; level of theory: the ωB97M-V functional and the def2-TZVPD basis.

Positions of all 47 atoms, in Å:
1 Pd 0.952 -0.361 0.785
2 Se -6.166 2.336 -0.270
3 F 1.940 1.129 -5.765
4 N 1.995 -1.562 2.072
5 N 2.998 -2.147 3.917
6 N -0.947 -0.027 2.042
7 N -4.617 2.586 -1.101
8 N -0.130 1.004 -0.314
9 N -5.455 1.354 1.027
10 C 0.356 1.720 -1.326
11 C 2.851 -3.298 3.178
12 C 1.958 0.534 -4.561
13 C -1.320 -0.608 3.172
14 C 2.226 -2.922 2.035
15 C -3.714 1.951 -0.405
16 C 3.041 0.130 -2.483
17 C -3.227 0.566 1.636
18 C -3.605 -0.048 2.828
19 C 2.470 -1.127 3.219
20 C -1.784 2.606 -1.866
21 C -2.643 -0.651 3.602
22 C 1.968 -1.270 -0.708
23 C -0.437 2.544 -2.116
24 C -4.178 1.270 0.774
25 C -2.297 1.909 -0.773
26 C -1.431 1.153 0.009
27 C -1.886 0.532 1.263
28 C 0.920 -0.871 -2.948
29 C 1.978 -0.668 -2.065
30 C 0.897 -0.273 -4.199
31 C 3.041 0.741 -3.728
32 H 3.443 -2.070 4.816
33 H 3.198 -4.257 3.521
34 H 1.940 -3.526 1.192
35 H 0.080 -0.426 -4.892
36 H -2.894 -1.139 4.533
37 H -2.454 3.199 -2.476
38 H 1.399 -2.205 -0.710
39 H 0.091 -1.504 -2.647
40 H 3.883 0.284 -1.819
41 H 2.465 -0.104 3.557
42 H -0.531 -1.057 3.764
43 H 2.986 -1.459 -0.371
44 H 1.408 1.610 -1.532
45 H 3.864 1.360 -4.061
46 H 0.015 3.095 -2.928
47 H -4.646 -0.032 3.123

## Properties
LUMO level	-3.371	eV
net charge	+1
energy relative to the best compared isomer or geometry (same formula, charge and spin)	0.000	eV